No. 1
This record from the Open Molecules 2025 dataset describes the molecule C13H18O4. The level of theory is the ωB97M-V functional and the def2-TZVPD basis.

Structure (XYZ):
```
35
Properties=species:S:1:pos:R:3:forces:R:3:nbo_charge:R:1
C -4.156 -0.343 1.821 0.02 -0.03 0.20 -0.40
C -4.764 -0.174 0.664 -0.14 0.03 -0.25 -0.16
C -4.089 -0.028 -0.672 0.06 -0.02 0.12 -0.46
C -2.592 -0.112 -0.597 0.01 -0.09 -0.19 -0.02
C -1.934 -1.318 -0.768 -0.12 0.15 0.02 -0.21
C -0.555 -1.406 -0.663 0.31 -0.01 0.03 -0.29
C 0.195 -0.276 -0.383 -0.02 0.26 0.06 0.32
O 1.553 -0.243 -0.236 -0.27 0.25 0.05 -0.55
C 2.283 -1.450 -0.241 0.63 -0.39 -0.01 -0.09
C 3.749 -1.123 0.112 -0.64 0.02 0.30 0.06
O 4.383 -0.444 -0.936 0.14 0.30 -0.28 -0.72
C 3.837 -0.279 1.402 0.16 -0.60 -0.10 -0.09
O 3.536 1.066 1.142 -0.18 0.56 -0.11 -0.73
C -0.460 0.957 -0.218 0.14 0.03 -0.04 0.23
O 0.262 2.090 0.104 -0.27 -0.50 0.25 -0.52
C 1.015 2.631 -0.966 0.12 0.18 -0.33 -0.25
C -1.837 1.023 -0.325 0.26 -0.04 0.03 -0.24
H -4.708 -0.439 2.740 -0.17 -0.01 0.14 0.20
H -3.083 -0.391 1.900 0.22 -0.01 -0.03 0.20
H -5.846 -0.128 0.619 -0.13 0.00 0.11 0.20
H -4.472 -0.811 -1.335 -0.01 0.09 -0.06 0.22
H -4.386 0.934 -1.100 -0.03 -0.06 -0.09 0.22
H -2.501 -2.212 -0.981 -0.08 -0.09 -0.03 0.21
H -0.073 -2.362 -0.800 0.08 -0.07 -0.01 0.22
H 2.253 -1.915 -1.235 -0.04 0.03 0.09 0.19
H 1.876 -2.150 0.500 -0.02 0.06 -0.04 0.18
H 4.273 -2.076 0.250 -0.10 0.06 0.07 0.18
H 4.269 0.504 -0.754 0.03 -0.16 -0.02 0.48
H 3.183 -0.702 2.174 0.06 0.01 -0.02 0.17
H 4.867 -0.287 1.765 -0.11 -0.07 0.00 0.19
H 2.601 1.127 0.889 0.08 -0.05 0.07 0.49
H 0.354 3.032 -1.743 0.04 -0.02 0.07 0.17
H 1.608 3.439 -0.540 0.01 0.00 -0.07 0.20
H 1.678 1.886 -1.415 -0.02 0.03 0.04 0.18
H -2.317 1.979 -0.177 -0.04 0.15 0.02 0.23
```
Positions in Å, forces in eV/Å.

* electronic energy: -807.069967 a.u.
* E_LUMO: 0.79 eV
* ΔE to the lowest compared entry with this formula, charge and spin: 27.8 kJ/mol
* molar mass: 238.3 g/mol
* strongest force on any atom: 0.01444 Eh/bohr
* charge: 0
* frontier orbital gap: 9.38 eV
* SMILES: C=CCc1ccc(OC[C@@H](O)CO)c(OC)c1
* multiplicity: 1

***

No. 2
This record from the Open Molecules 2025 dataset describes the molecule C7H9NO2 at a distorted geometry. The level of theory is the ωB97M-V functional and the def2-TZVPD basis.

Structure (XYZ):
```
19
Properties=species:S:1:pos:R:3:forces:R:3:nbo_charge:R:1
C -0.017 2.682 0.617 1.88 0.25 -4.58 -0.73
C 0.696 1.381 0.682 0.27 -0.11 -0.57 0.57
O 1.893 1.327 0.876 0.50 -0.45 0.30 -0.58
C -0.084 0.133 0.478 2.09 -1.01 -0.30 -0.23
C -1.210 -0.007 -0.405 -1.57 -0.06 1.52 0.53
C -1.962 -1.306 -0.423 3.29 0.27 -2.65 -0.69
O -1.739 0.956 -0.913 -0.02 0.92 -1.19 -0.58
N 0.321 -1.002 1.436 -0.09 -0.96 0.97 -0.27
C 1.006 -1.231 0.465 -2.58 3.43 -1.51 0.46
C 1.820 -1.605 -0.657 -0.18 -2.30 -0.04 -0.70
H -0.532 2.694 1.469 -2.72 0.42 3.39 0.22
H -0.743 2.575 -0.316 1.56 0.95 2.04 0.29
H 0.776 3.502 0.680 -1.30 -0.97 -0.59 0.23
H -2.026 -1.612 0.528 0.43 -1.99 3.54 0.22
H -1.480 -1.987 -1.140 -0.22 -0.29 0.58 0.21
H -2.929 -1.167 -0.676 -2.98 0.87 -1.50 0.23
H 2.443 -0.833 -1.009 0.41 1.21 -0.35 0.28
H 1.325 -2.169 -1.487 -0.15 0.90 0.83 0.27
H 2.441 -2.331 -0.205 1.40 -1.11 0.10 0.25
```
Positions in Å, forces in eV/Å.

* electronic energy: -477.233612 a.u.
* E_LUMO: 0.56 eV
* ΔE to the lowest compared entry with this formula, charge and spin: 415.6 kJ/mol
* molar mass: 139.2 g/mol
* strongest force on any atom: 0.09644 Eh/bohr
* charge: 0
* frontier orbital gap: 9.50 eV
* SMILES: CC(=O)C1(C(C)=O)N=C1C
* multiplicity: 1

***

No. 3
This record from the Open Molecules 2025 dataset describes a structure of composition C32H27Co2O7Si at a distorted geometry. The level of theory is the ωB97M-V functional and the def2-TZVPD basis.

Structure (XYZ):
```
69
Properties=species:S:1:pos:R:3:forces:R:3:nbo_charge:R:1
C 4.680 1.573 -1.887 -0.25 0.03 -0.12 -1.14
Si 3.046 1.563 -2.792 -1.16 -0.32 0.72 1.89
C 2.549 3.269 -3.381 0.32 -0.16 -0.05 -1.15
C 3.081 0.335 -4.205 0.19 0.25 0.05 -1.15
O 1.834 1.103 -1.665 0.35 -0.05 -0.55 -0.84
C 0.492 1.069 -1.970 -0.42 1.65 1.10 0.31
C -0.364 1.946 -1.362 1.79 -0.76 -0.73 -0.23
C -1.781 1.970 -1.632 -1.85 0.06 -0.16 -0.09
C -2.519 0.788 -1.844 0.17 0.05 -0.07 -0.18
C -3.871 0.803 -2.150 0.03 0.46 0.03 -0.21
C -4.547 2.026 -2.236 0.19 -0.03 -0.01 -0.23
C -3.844 3.217 -2.016 -0.25 -0.24 0.01 -0.24
C -2.488 3.190 -1.704 0.30 -0.53 -0.07 -0.16
C 0.077 0.101 -3.003 0.39 -0.42 -0.54 -0.09
C -0.588 0.563 -4.149 0.21 -0.41 0.24 -0.19
C -0.942 -0.329 -5.154 0.05 -0.03 0.10 -0.22
C -0.613 -1.679 -5.029 -0.03 -0.04 0.04 -0.22
C 0.078 -2.135 -3.903 -0.05 -0.05 -0.12 -0.21
C 0.437 -1.252 -2.894 -0.26 0.58 -0.15 -0.19
H 5.463 1.851 -2.596 0.06 0.00 0.01 0.23
H 4.686 2.296 -1.071 -0.04 -0.01 0.02 0.25
H 4.922 0.591 -1.480 -0.03 -0.02 0.00 0.25
H 3.246 3.580 -4.164 -0.06 0.17 -0.03 0.23
H 1.537 3.282 -3.791 0.02 -0.07 0.00 0.24
H 2.596 3.988 -2.560 0.01 -0.02 -0.05 0.24
H 3.942 0.575 -4.833 0.04 -0.09 -0.11 0.23
H 3.191 -0.686 -3.836 0.03 0.01 0.00 0.25
H 2.180 0.380 -4.818 0.01 0.01 0.02 0.25
H 0.045 2.717 -0.704 0.02 -0.34 -0.14 0.23
H -1.998 -0.163 -1.792 -0.26 0.22 0.14 0.23
H -4.389 -0.141 -2.316 0.06 0.26 0.06 0.21
H -5.613 2.036 -2.474 0.32 0.10 0.08 0.20
H -4.370 4.172 -2.081 0.16 -0.23 0.03 0.20
H -1.932 4.112 -1.550 -0.16 -0.03 0.04 0.20
H -0.826 1.620 -4.218 -0.04 -0.12 -0.04 0.22
H -1.485 0.037 -6.024 0.15 -0.14 0.12 0.21
H -0.900 -2.382 -5.813 0.09 0.17 0.20 0.21
H 0.338 -3.188 -3.804 -0.08 0.20 -0.09 0.21
H 0.990 -1.581 -2.017 -0.13 0.00 -0.11 0.23
O 2.258 -2.323 2.128 -0.55 1.14 -0.44 -0.56
C 1.560 -1.399 2.203 0.43 -1.41 1.18 0.54
Co 0.392 -0.145 2.513 -0.15 0.90 1.51 -0.04
C 1.403 1.232 2.364 2.07 2.41 -0.10 0.48
O 2.097 2.158 2.273 -0.75 -0.92 -0.03 -0.57
C -0.756 -0.202 1.250 -1.39 -0.83 -0.35 0.43
O -1.536 -0.607 0.511 -0.31 0.20 -0.82 -0.59
C -0.449 -1.041 4.134 2.56 -1.30 -0.51 -0.31
C -0.601 -2.481 3.974 -1.10 -1.59 0.09 -0.09
C -1.055 -3.014 2.731 0.32 -0.02 0.23 -0.13
C -0.956 -4.361 2.413 -0.38 0.31 0.29 -0.23
C -0.570 -5.285 3.381 0.32 0.05 0.65 -0.25
C -0.207 -4.808 4.655 -0.03 0.04 -0.05 -0.22
C -0.226 -3.431 4.966 -0.11 -0.19 -1.15 -0.22
C 0.423 -0.370 5.057 2.26 -3.54 0.01 -0.11
C 1.544 -0.644 5.732 -1.01 0.41 0.17 -0.59
Co -0.974 0.592 4.694 -1.74 4.43 0.91 -0.13
C -2.370 0.824 3.714 -3.33 -0.01 -3.03 0.58
O -3.274 0.890 2.983 1.80 -0.04 1.68 -0.53
C -1.669 0.584 6.375 -0.61 -0.96 1.29 0.61
O -2.092 0.479 7.443 0.71 0.41 -1.65 -0.51
C -0.308 2.288 4.733 0.79 1.55 -0.59 0.57
O 0.094 3.369 4.714 -0.62 -1.77 0.21 -0.52
H -1.413 -2.362 1.936 0.25 -0.06 0.50 0.21
H -1.201 -4.649 1.391 -0.06 -0.18 0.30 0.20
H -0.560 -6.357 3.155 0.16 0.42 0.13 0.20
H 0.144 -5.522 5.421 -0.31 0.41 -0.42 0.20
H 0.100 -3.092 5.943 -0.03 0.01 -0.09 0.21
H 1.975 0.128 6.343 0.44 0.03 0.34 0.18
H 1.886 -1.668 5.785 0.47 0.01 -0.17 0.19
```
Positions in Å, forces in eV/Å.

* electronic energy: -4817.332419 a.u.
* E_LUMO: 2.39 eV
* ΔE to the lowest compared entry with this formula, charge and spin: 53.3 kJ/mol
* molar mass: 669.5 g/mol
* strongest force on any atom: 0.09421 Eh/bohr
* charge: -1
* frontier orbital gap: 6.26 eV
* multiplicity: 1

***

No. 4
This record from the Open Molecules 2025 dataset describes a cluster of 18 separate species, C4H34BO25 in total at a distorted geometry. The level of theory is the ωB97M-V functional and the def2-TZVPD basis.

Structure (XYZ):
```
64
Properties=species:S:1:pos:R:3:forces:R:3:nbo_charge:R:1
O 12.622 22.599 15.525 -1.13 2.06 -1.37 -0.58
C 12.105 23.215 14.605 -0.07 -1.06 1.17 0.73
O 12.141 22.750 13.374 -0.65 0.09 -2.22 -0.69
B 11.451 23.641 12.387 0.92 1.10 2.05 1.20
O 10.905 24.737 13.251 -0.25 -1.05 -0.86 -0.66
C 11.193 24.512 14.509 -0.10 1.98 4.97 0.68
O 10.843 25.193 15.508 1.26 -2.62 -4.09 -0.53
O 10.433 23.019 11.436 1.65 0.72 0.65 -0.60
C 10.927 23.161 10.243 -1.56 -1.73 -2.26 0.74
O 10.461 22.644 9.220 0.95 1.15 2.14 -0.54
C 12.225 23.995 10.277 3.33 1.18 -2.62 0.71
O 12.512 24.280 11.497 -1.28 -0.93 0.28 -0.57
O 12.937 24.281 9.289 -3.26 -0.83 2.45 -0.50
O 12.404 19.758 15.074 -0.11 -0.42 -0.09 -0.94
H 13.151 19.419 14.579 0.20 -0.18 0.01 0.45
H 12.551 20.703 15.114 0.04 0.43 0.14 0.48
O 10.641 19.669 9.971 -0.45 -0.16 -0.06 -0.94
H 11.312 19.003 9.823 0.17 -0.19 0.06 0.48
H 10.838 20.354 9.333 -0.08 0.20 -0.24 0.48
O 12.047 24.715 18.461 -0.18 0.73 0.19 -0.95
H 11.926 24.371 17.576 -0.08 -0.06 -0.13 0.46
H 12.427 23.986 18.951 0.10 -0.27 -0.10 0.48
O 12.313 27.817 8.802 -0.02 0.04 -0.19 -0.95
H 12.619 27.100 9.358 0.03 -0.23 0.19 0.47
H 12.172 28.545 9.407 -0.08 0.27 0.16 0.48
O 13.030 22.215 18.339 0.16 -0.35 0.30 -0.96
H 13.239 22.091 17.413 -0.06 0.12 -0.31 0.49
H 13.377 21.434 18.770 0.04 -0.20 0.20 0.47
O 15.399 24.259 8.663 0.54 -0.13 -0.39 -0.84
H 14.476 24.428 8.473 -0.03 -0.14 0.00 0.47
H 15.560 24.712 9.491 0.17 0.15 0.29 0.47
O 12.741 20.821 11.433 0.16 0.10 -0.59 -0.96
H 12.211 21.247 12.107 -0.15 -0.26 0.60 0.49
H 13.110 20.052 11.868 -0.31 -0.43 0.11 0.47
O 10.588 29.037 15.303 -0.10 0.26 -0.07 -0.94
H 10.987 29.147 14.440 0.06 0.10 -0.21 0.46
H 10.686 28.105 15.496 0.01 -0.41 0.38 0.48
O 9.496 23.400 7.008 -0.28 0.08 -1.50 -0.51
H 9.931 23.090 7.802 0.85 -0.80 1.12 0.50
H 8.971 24.146 7.297 -0.57 0.73 0.04 0.48
O 9.881 20.102 12.716 -0.02 0.50 0.43 -0.97
H 9.574 19.205 12.851 -0.08 -0.17 0.13 0.48
H 10.200 20.112 11.813 0.08 -0.22 -0.64 0.49
O 8.023 24.366 15.820 -0.28 0.17 -0.17 -0.94
H 8.818 24.383 15.287 0.16 0.11 0.00 0.46
H 8.070 23.536 16.294 -0.02 -0.20 0.25 0.48
O 9.379 27.054 17.363 0.21 0.20 0.12 -0.94
H 8.901 27.780 16.960 -0.17 0.27 -0.05 0.46
H 9.197 26.304 16.797 -0.14 -0.40 -0.05 0.48
O 9.634 26.200 11.198 0.31 -0.01 -0.31 -0.92
H 9.219 25.912 10.385 -0.30 0.13 -0.26 0.46
H 9.710 25.404 11.724 -0.18 0.06 0.46 0.47
O 7.350 22.731 10.815 -0.01 0.15 -0.43 -0.94
H 8.233 22.433 11.035 0.17 -0.31 0.20 0.47
H 7.179 23.446 11.429 -0.18 0.15 0.26 0.47
O 15.278 21.774 11.946 0.70 0.11 0.00 -0.94
H 14.984 22.422 12.586 -0.05 0.14 0.20 0.46
H 14.626 21.075 11.995 -0.14 0.26 -0.18 0.46
O 13.665 26.559 6.691 0.11 -0.30 -0.49 -0.90
H 13.532 27.379 7.167 -0.24 0.34 0.25 0.49
H 13.927 25.931 7.363 0.16 -0.06 0.02 0.45
O 11.851 20.987 6.790 -0.33 0.20 0.16 -0.94
H 12.096 20.173 6.349 0.04 -0.21 -0.22 0.48
H 12.346 20.974 7.609 0.34 0.09 0.15 0.46
```
Positions in Å, forces in eV/Å.

* electronic energy: -2078.668956 a.u.
* ⟨S²⟩: 0.757
* E_LUMO (spin up / spin down): -2.69 / -8.30 eV
* ΔE to the lowest compared entry with this formula, charge and spin: 146.0 kJ/mol
* molar mass: 493.1 g/mol
* strongest force on any atom: 0.10398 Eh/bohr
* charge: 0
* frontier orbital gap (spin up / spin down): 7.32 / 1.70 eV
* multiplicity: 2

***

No. 5
This record from the Open Molecules 2025 dataset describes a structure of composition C17H39GaO2P3 at a distorted geometry. The level of theory is the ωB97M-V functional and the def2-TZVPD basis.

Structure (XYZ):
```
62
Properties=species:S:1:pos:R:3:forces:R:3:nbo_charge:R:1
Ga -0.015 0.020 0.940 1.79 -0.95 1.50 0.89
P 1.503 -0.926 3.083 0.56 -0.08 0.11 0.91
P 1.350 2.154 1.037 -0.06 0.43 -0.08 0.95
P -1.082 -2.304 0.862 -0.26 -0.29 -0.07 0.96
H -0.829 1.944 -7.412 -0.27 -0.10 0.07 0.25
C -1.773 1.407 -7.274 3.21 -1.81 -1.18 -0.05
C -2.901 2.032 -6.907 -3.34 1.96 0.52 -0.03
H -2.934 3.118 -6.769 0.06 -0.31 0.09 0.25
C 2.963 -1.843 2.449 -0.20 0.17 -0.14 -0.93
C 2.335 0.242 4.228 -0.10 0.15 -0.07 -0.93
C 0.841 -2.113 4.313 -0.38 -0.07 0.01 -0.94
C 0.651 3.327 -0.171 -0.11 0.08 -0.04 -0.95
C 1.607 3.202 2.504 -0.15 0.00 0.21 -0.95
C 3.042 1.876 0.396 -0.22 -0.31 0.02 -0.93
C -2.404 -2.287 -0.388 -0.20 0.16 -0.05 -0.95
C -1.837 -3.211 2.254 -0.23 0.18 0.20 -0.94
C 0.098 -3.529 0.178 0.13 0.36 0.02 -0.94
H -1.770 0.336 -7.509 -0.05 0.37 -0.05 0.24
H -3.858 1.502 -6.855 0.31 0.10 0.11 0.24
H 3.587 -2.150 3.298 -0.11 0.03 -0.25 0.26
H 3.540 -1.195 1.780 -0.04 -0.21 0.09 0.24
H 2.633 -2.728 1.893 0.16 0.16 0.08 0.24
H 2.937 -0.330 4.947 -0.14 0.16 -0.19 0.26
H 1.577 0.813 4.778 0.23 -0.08 -0.04 0.24
H 2.990 0.933 3.685 -0.08 -0.13 0.16 0.24
H 1.472 -3.010 4.342 -0.18 0.19 0.04 0.26
H -0.187 -2.402 4.069 0.29 0.01 0.23 0.23
H 0.852 -1.642 5.304 -0.07 -0.19 -0.21 0.26
H 1.165 4.291 -0.077 -0.10 -0.17 -0.12 0.27
H -0.419 3.466 0.024 0.22 0.05 -0.02 0.25
H 0.773 2.947 -1.191 0.03 0.09 0.14 0.24
H 2.581 3.703 2.419 -0.27 -0.08 0.06 0.27
H 1.584 2.613 3.428 0.03 0.28 -0.25 0.25
H 0.818 3.964 2.535 0.17 -0.15 0.09 0.26
H 3.493 2.843 0.125 -0.16 -0.30 0.12 0.27
H 2.981 1.233 -0.492 0.16 0.14 0.21 0.25
H 3.665 1.381 1.155 -0.14 0.13 -0.24 0.26
H -2.973 -3.221 -0.310 0.10 0.19 -0.20 0.27
H -1.971 -2.199 -1.391 -0.08 -0.05 0.12 0.24
H -3.078 -1.439 -0.218 0.05 -0.22 -0.02 0.25
H -2.642 -3.851 1.867 0.23 0.14 0.17 0.27
H -2.264 -2.502 2.977 0.02 -0.34 -0.11 0.24
H -1.090 -3.842 2.752 -0.22 0.21 -0.11 0.27
H -0.456 -4.335 -0.327 0.14 0.23 0.23 0.27
H 0.711 -3.955 0.984 -0.16 0.11 -0.26 0.26
H 0.752 -3.026 -0.545 -0.07 -0.21 0.12 0.25
C -1.206 0.712 -1.651 -0.15 0.13 3.42 0.46
C -0.047 0.265 -2.329 1.18 -0.55 -1.22 -0.21
C -0.064 0.101 -3.707 0.68 0.00 0.84 -0.19
C -1.220 0.400 -4.419 -0.31 0.32 0.00 -0.07
C -2.357 0.888 -3.769 -0.47 0.39 0.80 -0.21
C -2.365 1.045 -2.388 -0.79 0.22 -1.12 -0.17
O -1.272 0.814 -0.316 -0.53 0.00 -3.41 -0.62
H 1.076 -0.597 -0.006 0.32 -0.16 -0.23 -0.37
H 0.866 0.025 -1.779 -0.46 0.15 -0.10 0.28
H 0.827 -0.250 -4.228 -0.22 0.09 0.20 0.26
H -1.235 0.294 -5.499 0.06 -0.38 0.14 0.20
H -3.237 1.163 -4.345 0.02 -0.17 0.22 0.23
H -3.238 1.402 -1.847 0.14 -0.05 -0.13 0.27
O -1.410 0.738 2.794 -0.09 0.02 0.28 -0.93
H -1.890 0.151 3.406 0.18 0.19 -0.39 0.52
H -1.246 1.544 3.315 -0.05 -0.21 -0.31 0.52
```
Positions in Å, forces in eV/Å.

* electronic energy: -3769.378103 a.u.
* E_LUMO (spin up / spin down): -14.06 / -11.86 eV
* ΔE to the lowest compared entry with this formula, charge and spin: 0.0 kJ/mol
* molar mass: 438.1 g/mol
* strongest force on any atom: 0.07597 Eh/bohr
* charge: +3
* frontier orbital gap (spin up / spin down): 2.21 / 4.38 eV
* multiplicity: 1

***

No. 6
This record from the Open Molecules 2025 dataset describes a cluster of 2 separate species, C2H2S2 in total at a distorted geometry. The level of theory is the ωB97M-V functional and the def2-TZVPD basis.

Structure (XYZ):
```
6
Properties=species:S:1:pos:R:3:forces:R:3:nbo_charge:R:1
C -1.104 -0.144 -0.160 -0.28 -0.12 0.42 -0.08
C -0.050 0.575 -0.098 2.42 1.75 1.04 -0.63
S -2.406 -0.924 -0.011 -1.40 -1.03 -0.26 0.17
S 2.903 -1.291 0.050 0.13 -0.09 -0.03 0.02
H -0.254 1.706 -0.120 0.86 -1.81 -0.13 0.27
H 0.911 0.078 0.339 -1.73 1.30 -1.03 0.26
```
Positions in Å, forces in eV/Å.

* electronic energy: -873.601204 a.u.
* E_LUMO (spin up / spin down): -3.07 / -3.06 eV
* ΔE to the lowest compared entry with this formula, charge and spin: 358.4 kJ/mol
* molar mass: 90.2 g/mol
* strongest force on any atom: 0.06152 Eh/bohr
* charge: 0
* frontier orbital gap (spin up / spin down): 5.57 / 5.58 eV
* multiplicity: 1

***

The lowest charge belongs to which entry? C32H27Co2O7Si